The ion C6H7N2O2 with charge +1, computed with wB97M-V/def2-TZVPD.

Geometry as XYZ:
```
17
Properties=species:S:1:pos:R:3:lowdin_charge:R:1
O -2.433 2.156 -0.225 0.273
N -1.300 2.046 -0.065 0.010
C -0.154 1.888 0.152 0.075
C 1.226 1.762 0.223 0.123
C 1.873 0.485 -0.033 -0.134
C 1.127 -0.418 -0.995 -0.086
C -0.046 -0.989 -0.763 -0.125
C -0.670 -1.112 0.481 -0.099
N -1.867 -1.778 0.659 -0.079
O -2.604 -2.002 -0.329 -0.025
H 1.772 2.544 0.725 0.147
H 1.854 -0.050 1.018 0.209
H 2.800 0.701 -0.465 0.115
H 1.561 -0.806 -1.943 0.138
H -0.557 -1.611 -1.545 0.151
H -0.283 -0.894 1.599 0.173
H -2.299 -1.924 1.506 0.133
```

Calculated values
- charge = +1
- orbital gap (alpha / beta) (eV) = 4.357 / 4.357
- SMILES string = O=[N+]=C=CC/C=C\C=[NH+]/[O-]